1.
{
  "formula": "C2H8N4O2",
  "method": "ωB97M-V/def2-TZVPD",
  "e_tot_ha": -450.31517,
  "e_lumo_ev": 0.75,
  "charge": 0,
  "relative_energy_ev": 7.356,
  "smiles": "CN(O)/C(=N/O)NN",
  "fmax_ev_per_a": 4.32,
  "molar_mass_g_mol": 120.11,
  "elements": ["O", "O", "N", "N", "N", "N", "C", "C", "H", "H", "H", "H", "H", "H", "H", "H"],
  "coordinates": [[1.873, -1.751, 0.138], [-1.437, 0.891, 0.872], [1.290, 1.962, -0.539], [0.522, -1.466, -0.001], [-1.184, 0.179, -0.332], [1.058, 0.827, 0.329], [-2.196, -0.816, -0.428], [0.182, -0.228, -0.068], [0.535, 1.899, -1.270], [2.288, 1.812, -1.010], [-3.164, -0.399, -0.985], [-2.438, -1.226, 0.555], [2.109, -0.796, 0.569], [0.891, 1.216, 1.286], [-1.822, -1.636, -1.078], [-1.605, 1.760, 0.624]],
  "nbo_charge": [-0.5362, -0.5907, -0.6586, -0.1360, -0.1875, -0.5585, -0.4343, 0.4200, 0.3556, 0.3591, 0.2003, 0.2082, 0.4609, 0.3973, 0.2316, 0.4688]
}

=====

2.
{
  "formula": "C5H9NO2",
  "method": "ωB97M-V/def2-TZVPD",
  "e_tot_ha": -400.85926,
  "e_lumo_ev": -4.57,
  "charge": 0,
  "relative_energy_ev": 8.640,
  "fmax_ev_per_a": 2.27,
  "molar_mass_g_mol": 115.13,
  "elements": ["O", "O", "N", "C", "C", "C", "C", "C", "H", "H", "H", "H", "H", "H", "H", "H", "H"],
  "coordinates": [[-2.893, 2.481, 0.177], [-1.899, 1.052, -1.233], [-0.569, 1.751, 1.902], [1.760, -1.929, -0.439], [-2.592, 2.064, -0.954], [0.610, -2.560, -0.018], [-0.306, 1.154, 0.816], [2.778, -1.121, 0.064], [0.280, 1.536, -0.030], [-0.709, 0.140, 0.635], [3.577, -0.934, -0.637], [1.867, -1.989, -1.524], [0.002, -2.949, -0.823], [-3.011, 2.599, -1.830], [0.143, -2.480, 0.957], [2.558, -0.488, 0.919], [-1.596, 1.675, 2.018]],
  "nbo_charge": [-0.7383, -0.7193, -0.5999, -0.3460, 0.6190, -0.0999, 0.0368, -0.0862, 0.1918, 0.1605, 0.2184, 0.2246, 0.2221, 0.0614, 0.2197, 0.2237, 0.4116]
}